Formula: C2H5O3S
Source: OMol25
Level of theory: ωB97M-V/def2-TZVPD

## Properties
Spin multiplicity: 1
LUMO level in eV: 3.85
Molar mass in g mol⁻¹: 109.13
Energy above the lowest of the compared OMol25 structures with the same formula, charge and spin in kcal per mole: 62.1
Charge: -1

Each line ends with the Löwdin charge.
CARTESIAN COORDINATES (ANGSTROEM)
C1 -1.32349 -0.57728 0.40387  -0.14
C2 -0.27970 0.42052 -0.04576  -0.80
O1 1.67849 -1.47011 -0.29813  -0.61
O2 2.17101 1.08581 -0.01986  -0.42
O3 -0.45073 1.61390 0.18504  -0.17
S1 1.44824 -0.27222 0.58926  0.82
H1 -1.11861 -1.40251 -0.19073  0.02
H2 -1.38884 -0.74141 1.41620  0.03
H3 -2.38226 -0.22672 0.10344  0.10
H4 0.22055 -0.04793 -1.67912  0.12
H5 1.42533 1.61795 -0.46421  0.05

Formula: H8O4Pd
Source: OMol25
Level of theory: ωB97M-V/def2-TZVPD

## Properties
Spin multiplicity: 3
LUMO level (spin up / spin down) in eV: -8.26 / -9.75
Molar mass in g mol⁻¹: 178.48
Energy above the lowest of the compared OMol25 structures with the same formula, charge and spin in kcal per mole: 17.0
Charge: +2

Each line ends with the Mulliken spin population.
CARTESIAN COORDINATES (ANGSTROEM)
Pd1 -0.05748 0.05866 -0.06022  1.40
O1 -0.59132 -1.58220 0.07041  0.17
H1 -0.55583 -2.06841 0.92531  0.00
H2 -0.18698 -2.19838 -0.54406  0.00
O2 0.96982 0.35427 1.28456  0.16
H3 1.34880 -0.12480 2.01611  0.01
H4 1.41791 1.20885 1.19595  0.00
O3 0.86511 0.25827 -1.44251  0.15
H5 1.64053 -0.16597 -1.85641  0.00
H6 0.50622 0.57541 -2.27782  0.02
O4 -1.42554 1.06671 0.12645  0.08
H7 -1.62042 1.79584 0.75364  0.00
H8 -2.31083 0.82174 -0.19142  0.01

Formula: C19H53NO8Si
Source: OMol25
Level of theory: ωB97M-V/def2-TZVPD

## Properties
Spin multiplicity: 1
LUMO level in eV: 0.67
Molar mass in g mol⁻¹: 451.72

Each line ends with the Löwdin charge.
CARTESIAN COORDINATES (ANGSTROEM)
C1 3.17988 1.05366 -2.31783  -0.11
C2 2.24876 2.20280 -1.79082  -0.29
C3 0.78956 2.23039 -2.43619  -0.41
C4 0.43235 3.78510 -2.65229  -0.14
Si1 -0.48941 1.61758 -1.12584  0.67
N1 -1.35474 0.18166 -1.80066  0.01
C5 -1.98599 0.59513 -2.76446  -0.49
O1 -2.41241 1.06004 -3.73656  0.16
H1 4.23741 1.34628 -2.05230  0.07
H2 2.97551 0.08731 -1.77849  0.07
H3 3.14943 0.90235 -3.42723  0.07
H4 2.72235 3.20013 -2.01753  0.06
H5 2.11815 2.11359 -0.67250  0.08
H6 0.72018 1.64064 -3.38460  0.10
H7 0.73581 4.16043 -3.65921  0.08
H8 0.93326 4.34398 -1.81467  0.07
H9 -0.67327 3.96722 -2.52848  0.04
H10 0.10677 1.38125 0.19014  -0.03
H11 -1.52016 2.66923 -0.96464  -0.02
C6 -6.21310 -0.57081 -3.14958  -0.09
C7 -5.64415 -1.96836 -3.30185  -0.32
O2 -4.68828 -1.99955 -4.35453  -0.08
H12 -6.68509 -0.24688 -4.07944  0.08
H13 -6.95316 -0.53566 -2.34720  0.07
H14 -5.41925 0.14771 -2.92687  0.06
H15 -6.43595 -2.67809 -3.54523  0.11
H16 -5.16036 -2.29420 -2.37517  0.09
H17 -3.98621 -1.37707 -4.13071  0.06
C8 -4.22282 -3.48554 0.60570  -0.09
C9 -5.57510 -3.35380 1.28098  -0.32
O3 -6.59556 -3.25850 0.29870  -0.09
H18 -4.03286 -2.62720 -0.04297  0.07
H19 -3.42162 -3.55262 1.34529  0.07
H20 -4.19215 -4.37667 -0.02683  0.08
H21 -5.61274 -2.45233 1.89418  0.10
H22 -5.77836 -4.21649 1.92417  0.11
H23 -6.56071 -4.06164 -0.23474  0.08
C10 5.33127 6.77908 -1.29693  -0.09
C11 4.40410 6.05299 -2.25262  -0.31
O4 4.16991 4.72106 -1.80405  -0.11
H24 6.28357 6.25157 -1.21347  0.08
H25 5.52196 7.79922 -1.63663  0.07
H26 4.89850 6.81867 -0.29359  0.07
H27 4.84841 5.99654 -3.24684  0.11
H28 3.44329 6.57208 -2.33230  0.11
H29 3.76829 4.77496 -0.92808  0.08
C12 6.63879 -0.92224 0.90026  -0.09
C13 5.61236 0.18497 0.76330  -0.32
O5 4.31179 -0.36268 0.56173  -0.10
H30 6.64492 -1.55164 0.00759  0.08
H31 7.63848 -0.50998 1.04856  0.06
H32 6.39707 -1.57147 1.74703  0.07
H33 5.84471 0.81712 -0.09449  0.11
H34 5.59518 0.81195 1.66023  0.11
H35 4.10567 -0.91317 1.32626  0.08
C14 10.87719 0.70062 3.17932  -0.10
C15 9.84103 1.79966 3.04176  -0.32
O6 8.54573 1.24092 2.84416  -0.10
H36 10.88615 0.06987 2.28805  0.08
H37 11.87493 1.11993 3.32435  0.07
H38 10.64264 0.05207 4.02781  0.07
H39 10.06624 2.43136 2.18192  0.11
H40 9.82051 2.42918 3.93721  0.11
H41 8.34594 0.69057 3.61072  0.08
C16 -9.39373 -5.46046 1.37315  -0.09
C17 -8.97952 -6.86068 1.78249  -0.32
O7 -7.84684 -6.81195 2.64555  -0.09
H42 -8.57291 -4.95058 0.86553  0.05
H43 -10.25768 -5.48783 0.70562  0.08
H44 -9.64741 -4.85982 2.25083  0.08
H45 -8.70626 -7.45033 0.90665  0.11
H46 -9.79609 -7.37254 2.30206  0.11
H47 -8.09514 -6.29846 3.42316  0.08
C18 -3.42088 -0.00401 2.53216  -0.08
C19 -2.15178 -0.74767 2.89732  -0.33
O8 -1.26686 0.11326 3.60747  -0.09
H48 -3.18972 0.86944 1.91882  0.08
H49 -4.10764 -0.65058 1.98182  0.05
H50 -3.92688 0.36203 3.42987  0.08
H51 -1.63836 -1.09226 1.99870  0.11
H52 -2.37376 -1.61867 3.52316  0.11
H53 -1.72311 0.40689 4.40469  0.08

Formula: CH3Cl2PS
Source: OMol25
Level of theory: ωB97M-V/def2-TZVPD

## Properties
Spin multiplicity: 1
LUMO level (spin up / spin down) in eV: -1.00 / -1.88
Molar mass in g mol⁻¹: 148.98
Energy above the lowest of the compared OMol25 structures with the same formula, charge and spin in kcal per mole: 75.4

Each line ends with the Löwdin charge.
CARTESIAN COORDINATES (ANGSTROEM)
C1 0.58578 -1.30432 -1.15708  -0.57
P1 -0.41721 2.57515 2.05238  -0.12
S1 0.57126 0.26557 -0.31731  0.51
Cl1 -0.93076 0.84094 2.92526  0.03
Cl2 -1.51411 2.64273 0.49440  0.08
H1 0.44938 -1.30331 -2.18158  -0.02
H2 1.55637 -1.86407 -1.11240  0.05
H3 -0.30071 -1.85267 -0.70367  0.05

Formula: C53H76N8ORbS
Source: OMol25
Level of theory: ωB97M-V/def2-TZVPD

## Properties
Spin multiplicity: 1
LUMO level in eV: 1.99
Molar mass in g mol⁻¹: 958.78
Energy above the lowest of the compared OMol25 structures with the same formula, charge and spin in kcal per mole: 11.4
Charge: -1

Each line ends with the Löwdin charge.
CARTESIAN COORDINATES (ANGSTROEM)
Rb1 0.00726 -0.11145 0.07883  0.68
C1 -0.50775 1.95010 3.39193  -0.07
C2 0.08838 2.79962 2.41483  -0.16
C3 -0.87638 2.94983 1.35593  -0.18
C4 -2.04235 2.24606 1.78280  -0.10
C5 -1.82383 1.63752 3.02819  -0.24
C6 -2.86105 0.99704 3.93586  -0.55
C7 -4.00855 0.38909 3.13051  -0.06
C8 -2.23265 -0.10593 4.79173  -0.05
C9 -3.44400 2.05878 4.88382  -0.06
C10 -0.94144 3.78685 0.06598  -0.52
C11 0.35989 3.84442 -0.74386  -0.06
C12 -1.99396 3.20002 -0.89456  -0.06
C13 -1.38307 5.22853 0.37213  -0.05
C14 1.46706 3.41949 2.67828  -0.54
C15 2.53149 2.88700 1.72334  -0.08
C16 1.43504 4.95542 2.62591  -0.05
C17 1.95733 3.05860 4.08673  -0.09
H1 -0.04156 1.64896 4.32150  0.08
H2 -2.98697 2.24332 1.25424  0.08
H3 -3.63770 -0.39112 2.46406  0.05
H4 -4.51249 1.14764 2.52012  0.08
H5 -4.75723 -0.05156 3.80363  0.08
H6 -1.78473 -0.87283 4.15373  0.06
H7 -2.99162 -0.57940 5.42824  0.08
H8 -1.44698 0.29235 5.44098  0.08
H9 -3.90815 2.86279 4.30535  0.08
H10 -2.64923 2.50157 5.49099  0.08
H11 -4.20083 1.62630 5.55449  0.07
H12 0.71400 2.83956 -0.99796  0.06
H13 1.16310 4.36688 -0.22660  0.05
H14 0.18453 4.36487 -1.69123  0.08
H15 -1.80041 2.14735 -1.12016  0.06
H16 -1.97885 3.73968 -1.84742  0.09
H17 -3.00314 3.27572 -0.48284  0.08
H18 -0.67264 5.73322 1.02959  0.06
H19 -2.35022 5.21098 0.88165  0.09
H20 -1.48319 5.81932 -0.54937  0.08
H21 2.25442 3.05439 0.68863  0.01
H22 2.64132 1.80784 1.86681  0.08
H23 3.51608 3.35051 1.89917  0.09
H24 1.19572 5.34062 1.63726  0.05
H25 2.40712 5.37201 2.91935  0.07
H26 0.67574 5.33254 3.31649  0.09
H27 2.07386 1.97888 4.20220  0.08
H28 1.26088 3.40941 4.85227  0.08
H29 2.93259 3.52603 4.26269  0.08
C18 -4.01859 -4.53695 1.80650  -0.06
N1 -4.16843 -3.48225 0.82877  -0.08
C19 -5.52379 -3.21449 0.36728  -0.14
C20 -5.32229 -1.98487 -0.49792  -0.13
N2 -4.21765 -1.35290 0.18720  -0.10
C21 -3.65474 -0.11324 -0.30933  -0.05
C22 -3.43778 -2.28968 0.82937  -0.40
N3 -2.25183 -2.01454 1.22370  0.07
C23 -1.41254 -2.93247 1.97562  -0.23
C24 -0.14223 -2.19036 2.45523  -0.28
N4 1.08653 -2.55313 1.75559  0.08
C25 1.60784 -3.71061 1.78513  -0.37
N5 2.76161 -4.00098 1.06498  -0.11
C26 3.16361 -3.10527 -0.00114  -0.06
C27 2.85220 -5.42740 0.85020  -0.15
C28 2.16217 -5.95449 2.09536  -0.15
N6 1.19555 -4.90630 2.39502  -0.09
C29 0.68183 -4.93383 3.74908  -0.05
H30 -4.58730 -5.39996 1.45860  0.08
H31 -4.40125 -4.25562 2.79654  0.09
H32 -2.98462 -4.84485 1.90328  0.06
H33 -6.19000 -2.99283 1.21075  0.12
H34 -5.92010 -4.06991 -0.18014  0.12
H35 -6.19611 -1.33357 -0.51878  0.12
H36 -5.05365 -2.25831 -1.52627  0.12
H37 -4.46869 0.59324 -0.48332  0.10
H38 -3.09352 -0.25514 -1.24211  0.07
H39 -2.99196 0.32430 0.43658  0.04
H40 -1.09517 -3.77952 1.35707  0.11
H41 -1.92585 -3.33785 2.85164  0.09
H42 -0.02988 -2.26100 3.53907  0.10
H43 -0.30728 -1.13638 2.25006  0.00
H44 3.12689 -2.07933 0.35417  0.07
H45 2.50343 -3.18410 -0.87244  0.07
H46 4.19173 -3.34608 -0.28284  0.08
H47 3.89178 -5.74850 0.78294  0.12
H48 2.33285 -5.73809 -0.06555  0.13
H49 2.87685 -6.07631 2.91869  0.12
H50 1.66095 -6.90749 1.93019  0.12
H51 0.38403 -5.95729 3.97709  0.09
H52 -0.19248 -4.30756 3.86906  0.06
H53 1.43856 -4.62645 4.48303  0.10
O1 0.77052 -3.09337 -2.23519  -0.07
H54 0.73413 -2.21894 -2.64710  0.02
H55 -0.17252 -3.30096 -2.15629  0.01
N7 2.58834 -0.05268 -1.56144  -0.38
S1 3.51627 1.14366 -1.15556  0.99
C30 3.58983 2.37752 -2.45606  -0.38
C31 3.45341 3.70992 -2.10299  -0.09
C32 3.42376 4.67702 -3.10447  -0.07
C33 3.51028 4.29829 -4.43472  -0.09
C34 3.62765 2.95448 -4.77709  -0.08
C35 3.66674 1.98781 -3.78561  -0.07
C36 5.24587 0.64301 -1.20163  -0.37
C37 5.53950 -0.67583 -1.48106  -0.08
C38 6.87133 -1.08650 -1.49029  -0.07
C39 7.88068 -0.18060 -1.20724  -0.09
C40 7.56870 1.14167 -0.90671  -0.08
C41 6.24679 1.55830 -0.90042  -0.08
H56 2.81719 -0.44934 -2.47346  0.00
H57 3.34377 3.98904 -1.06071  0.10
H58 3.30199 5.71927 -2.84043  0.11
H59 3.46095 5.04899 -5.21402  0.10
H60 3.66769 2.65924 -5.81844  0.11
H61 3.73227 0.93724 -4.04992  0.12
H62 4.73119 -1.37379 -1.67311  0.09
H63 7.11339 -2.11708 -1.71863  0.10
H64 8.91563 -0.50188 -1.21661  0.10
H65 8.35756 1.84967 -0.68164  0.10
H66 5.99652 2.59126 -0.67781  0.11
C42 -0.96051 2.85232 -5.17029  -0.13
C43 -2.01402 1.96565 -5.39125  -0.12
C44 -2.14346 0.79337 -4.65765  -0.05
C45 -1.21465 0.44612 -3.64736  -0.32
C46 -0.16405 1.36363 -3.44016  -0.06
C47 -0.03986 2.53236 -4.17601  -0.11
N8 -1.31350 -0.64483 -2.81330  0.01
C48 -1.87957 -1.80995 -3.23518  -0.34
C49 -2.00777 -2.24726 -4.58102  -0.05
C50 -2.51393 -3.50120 -4.89238  -0.12
C51 -2.92135 -4.39976 -3.90574  -0.14
C52 -2.79346 -3.99964 -2.57859  -0.12
C53 -2.29519 -2.74561 -2.25145  -0.09
H67 -0.86925 3.76679 -5.74435  0.08
H68 -2.75961 2.19809 -6.14504  0.09
H69 -2.98579 0.13607 -4.83992  0.10
H70 0.55461 1.13397 -2.66413  0.05
H71 0.78501 3.20589 -3.96132  0.08
H72 -1.68588 -1.58722 -5.37791  0.10
H73 -2.58141 -3.79128 -5.93604  0.09
H74 -3.31068 -5.37679 -4.16283  0.08
H75 -3.08938 -4.66998 -1.77661  0.09
H76 -2.17125 -2.46259 -1.21699  0.08

- The highest spin multiplicity belongs to which entry?
  H8O4Pd

- Which formula does entry 4 have?
  CH3Cl2PS